No. 1
Below is a cluster of 11 separate species, H22O11 in total at a distorted geometry, with properties calculated with wB97M-V/def2-TZVPD.

Its max |F| is 3.86 eV/Å. The orbital gap comes out at 10.1225 eV. Its energy relative to the best compared isomer or geometry (same formula, charge and spin) is 94.70 kcal per mole. The charge is 0.

Last column: natural (NBO) charge in e.
Geometry (Å):
O1 0.24 -0.28 0.17  -0.94
H1 -0.65 0.17 0.24  0.46
H2 0.11 -1.22 0.14  0.48
O2 0.00 4.30 3.26  -0.97
H3 0.34 3.54 2.66  0.49
H4 -0.20 5.11 2.73  0.47
O3 2.07 3.21 1.87  -0.96
H5 2.04 2.54 2.55  0.48
H6 2.91 3.22 1.47  0.49
O4 -4.68 -0.55 -3.11  -0.91
H7 -5.38 -0.26 -2.57  0.47
H8 -3.92 -0.38 -2.55  0.45
O5 3.05 -1.05 3.50  -0.94
H9 3.62 -1.75 3.17  0.47
H10 2.69 -1.32 4.31  0.47
O6 -1.75 -1.99 4.10  -0.91
H11 -2.61 -2.22 3.67  0.46
H12 -1.54 -2.88 4.23  0.46
O7 4.45 -1.54 -0.53  -0.93
H13 5.16 -0.89 -0.78  0.47
H14 4.88 -1.91 0.26  0.46
O8 1.10 1.66 -1.80  -0.95
H15 0.47 1.50 -1.10  0.47
H16 0.82 2.42 -2.36  0.48
O9 -1.30 1.70 -3.20  -0.92
H17 -2.01 1.22 -2.68  0.45
H18 -1.83 2.38 -3.50  0.46
O10 -4.46 -3.29 -1.14  -0.91
H19 -4.15 -3.92 -0.41  0.46
H20 -3.64 -2.78 -1.15  0.46
O11 1.28 -1.87 -4.13  -0.93
H21 0.78 -1.17 -3.79  0.47
H22 2.10 -1.73 -3.54  0.47

No. 2
Below is a structure of composition C27H23Cl3N2O2ReSSi, with properties calculated with wB97M-V/def2-TZVPD.

Its max |F| is 0.75 eV/Å. The orbital gap (spin up / spin down) comes out at 7.4009 / 6.7893 eV. The charge is +2. Its spin multiplicity is 2.

Last column: natural (NBO) charge in e.
Geometry (Å):
Re1 -0.50 0.35 1.06  1.32
Cl1 0.25 7.25 2.48  0.09
C1 -0.30 5.68 2.07  -0.02
C2 0.55 4.59 2.25  -0.24
C3 0.06 3.36 1.90  -0.09
Cl2 1.03 1.89 2.11  0.20
C4 -1.21 3.14 1.39  0.27
O1 -1.62 1.88 1.06  -0.66
C5 -2.04 4.24 1.22  -0.07
Cl3 -3.61 4.02 0.58  0.10
C6 -1.58 5.50 1.56  -0.21
H1 1.55 4.73 2.65  0.26
H2 -2.22 6.36 1.42  0.27
O2 0.54 -0.02 -0.34  -0.87
Si1 0.04 -0.85 -1.85  1.88
C7 -0.46 0.45 -3.04  -0.52
C8 -1.81 0.61 -3.39  -0.19
C9 -2.19 1.60 -4.28  -0.21
C10 -1.24 2.44 -4.83  -0.16
C11 0.10 2.30 -4.49  -0.19
C12 0.49 1.31 -3.60  -0.21
C13 -1.39 -1.78 -1.06  -0.40
C14 -2.11 -1.20 0.00  -0.32
C15 -3.10 -1.88 0.70  -0.16
C16 -3.41 -3.18 0.31  -0.19
C17 -2.73 -3.77 -0.74  -0.14
C18 -1.72 -3.08 -1.41  -0.20
C19 1.44 -1.95 -2.28  -0.61
C20 2.03 -1.90 -3.54  -0.15
C21 3.07 -2.76 -3.86  -0.20
C22 3.52 -3.68 -2.93  -0.16
C23 2.94 -3.74 -1.67  -0.23
C24 1.90 -2.88 -1.35  -0.12
H3 -2.56 -0.05 -2.97  0.21
H4 -3.23 1.71 -4.55  0.23
H5 -1.54 3.21 -5.53  0.23
H6 0.85 2.96 -4.92  0.23
H7 1.54 1.21 -3.35  0.22
H8 -2.16 -0.09 0.18  0.22
H9 -3.65 -1.39 1.49  0.24
H10 -4.20 -3.72 0.83  0.25
H11 -2.98 -4.78 -1.04  0.24
H12 -1.18 -3.57 -2.21  0.24
H13 1.68 -1.20 -4.29  0.23
H14 3.52 -2.73 -4.85  0.24
H15 4.33 -4.36 -3.18  0.23
H16 3.28 -4.47 -0.94  0.23
H17 1.43 -2.96 -0.37  0.19
S1 -0.61 -1.25 2.71  0.00
C25 0.65 -0.89 3.89  0.37
N1 0.40 -0.56 5.14  -0.53
C26 1.63 -0.46 5.95  -0.23
C27 2.73 -0.74 4.90  -0.23
N2 1.95 -0.98 3.67  -0.54
H18 -0.54 -0.48 5.51  0.45
H19 1.62 -1.19 6.75  0.24
H20 1.71 0.54 6.38  0.24
H21 3.32 -1.62 5.14  0.24
H22 3.40 0.10 4.76  0.23
H23 2.33 -1.31 2.80  0.45

No. 3
Below is a structure of composition C21H42N2O14S5 at a distorted geometry, with properties calculated with wB97M-V/def2-TZVPD.

Its max |F| is 1.35 eV/Å. The orbital gap comes out at 8.3160 eV. The charge is 0.

Last column: Löwdin charge in e.
Geometry (Å):
C1 0.28 0.45 6.78  -0.03
C2 1.07 -0.67 6.05  -0.42
O1 1.89 -1.34 6.98  -0.02
C3 1.86 0.00 4.95  -0.14
O2 2.77 -0.82 4.21  -0.04
C4 2.43 -2.13 4.04  -0.27
C5 1.39 -2.55 3.27  0.02
C6 1.11 -3.94 3.15  -0.06
C7 1.84 -4.87 3.78  -0.03
C8 2.93 -4.47 4.60  -0.36
N1 3.76 -5.22 5.32  -0.23
S1 4.80 -4.23 6.03  1.01
N2 4.27 -2.80 5.48  -0.19
C9 3.23 -3.09 4.71  -0.35
H1 -0.50 -0.03 7.36  0.08
H2 0.95 0.95 7.47  0.08
H3 -0.15 1.15 6.08  0.08
H4 0.33 -1.36 5.67  0.14
H5 2.75 -0.91 7.01  0.09
H6 2.46 0.79 5.40  0.14
H7 1.17 0.50 4.27  0.12
H8 0.79 -1.80 2.78  0.12
H9 0.28 -4.24 2.52  0.11
H10 1.61 -5.92 3.69  0.11
O3 0.19 0.83 0.75  -0.29
S2 0.85 2.11 0.82  0.56
O4 1.19 2.66 2.09  -0.28
O5 0.01 3.16 -0.01  -0.25
C10 -1.40 3.29 0.27  -0.27
C11 -1.67 4.14 1.50  -0.07
C12 2.27 2.09 -0.21  -0.11
H11 -1.84 2.29 0.36  0.10
H12 -1.82 3.75 -0.61  0.12
H13 -1.33 3.65 2.41  0.07
H14 -2.74 4.31 1.59  0.08
H15 -1.16 5.10 1.43  0.08
H16 1.99 1.71 -1.19  0.08
H17 3.00 1.43 0.26  0.08
H18 2.67 3.10 -0.28  0.08
O6 -1.89 1.60 -2.11  -0.27
S3 -1.55 0.38 -2.77  0.57
O7 -0.38 0.30 -3.58  -0.27
O8 -2.81 -0.12 -3.61  -0.26
C13 -3.42 0.83 -4.52  -0.26
C14 -2.64 0.96 -5.81  -0.07
C15 -1.52 -0.93 -1.60  -0.11
H19 -3.55 1.79 -4.03  0.11
H20 -4.41 0.43 -4.72  0.12
H21 -1.67 1.44 -5.64  0.07
H22 -3.20 1.57 -6.52  0.07
H23 -2.45 -0.01 -6.25  0.08
H24 -2.44 -0.90 -1.01  0.08
H25 -0.66 -0.77 -0.96  0.05
H26 -1.43 -1.88 -2.13  0.08
O9 8.13 -2.55 -0.44  -0.28
S4 7.44 -3.77 -0.18  0.56
O10 6.22 -4.06 -0.87  -0.27
O11 7.21 -3.92 1.38  -0.26
C16 6.59 -2.81 2.08  -0.24
C17 5.09 -2.77 1.88  -0.06
C18 8.54 -5.13 -0.37  -0.12
H27 7.07 -1.88 1.76  0.12
H28 6.84 -2.96 3.13  0.12
H29 4.84 -2.53 0.85  0.08
H30 4.66 -2.01 2.53  0.07
H31 4.64 -3.73 2.12  0.09
H32 9.45 -4.92 0.19  0.07
H33 8.76 -5.22 -1.43  0.08
H34 8.05 -6.03 -0.01  0.07
O12 -5.61 2.84 -5.53  -0.28
S5 -6.45 3.93 -5.90  0.57
O13 -6.75 4.96 -4.96  -0.27
O14 -7.81 3.34 -6.49  -0.26
C19 -8.52 2.37 -5.70  -0.25
C20 -9.31 3.01 -4.57  -0.07
C21 -5.86 4.66 -7.39  -0.12
H35 -7.81 1.62 -5.32  0.11
H36 -9.18 1.87 -6.40  0.12
H37 -8.65 3.44 -3.82  0.07
H38 -9.93 2.26 -4.09  0.08
H39 -9.94 3.81 -4.96  0.09
H40 -5.68 3.87 -8.12  0.08
H41 -4.93 5.17 -7.14  0.08
H42 -6.60 5.37 -7.75  0.08

No. 4
Below is the molecule C5H7FN2 at a distorted geometry, with properties calculated with wB97M-V/def2-TZVPD.

Its max |F| is 6.25 eV/Å. The orbital gap comes out at 8.2859 eV. Its energy relative to the best compared isomer or geometry (same formula, charge and spin) is 119.28 kcal per mole. The charge is 0.

Last column: natural (NBO) charge in e.
Geometry (Å):
C1 2.45 -0.85 0.30  -0.62
C2 1.21 -0.41 -0.32  -0.09
C3 -0.04 -0.93 0.04  -0.24
C4 -1.22 -0.34 -0.11  0.34
F1 -2.43 -1.08 -0.04  -0.35
C5 -1.36 1.04 0.11  -0.07
N1 -0.23 1.74 0.10  -0.22
N2 1.14 1.16 -0.11  -0.50
H1 2.44 -0.81 1.41  0.23
H2 3.18 -0.14 0.09  0.22
H3 2.67 -1.72 -0.39  0.22
H4 1.38 -0.61 -1.36  0.18
H5 0.07 -1.93 0.52  0.24
H6 -2.29 1.78 0.70  0.26
H7 1.76 1.82 -0.68  0.40

No. 5
Below is a cluster of 2 separate species, C2H8N2O2 in total, with properties calculated with wB97M-V/def2-TZVPD.

Its max |F| is 0.91 eV/Å. The orbital gap comes out at 11.0037 eV. Its energy relative to the best compared isomer or geometry (same formula, charge and spin) is 25.61 kcal per mole. The charge is 0.

Last column: natural (NBO) charge in e.
Geometry (Å):
N1 -1.51 1.59 0.55  -0.82
C1 -0.32 2.13 0.11  0.52
O1 0.37 2.92 0.69  -0.57
H1 -1.69 1.64 1.54  0.39
H2 -1.65 0.66 0.21  0.38
H3 -0.09 1.78 -0.92  0.10
N2 0.76 -2.79 -1.31  -0.82
C2 0.60 -1.54 -0.66  0.09
O2 0.08 -1.72 0.66  -0.75
H4 1.42 -3.40 -0.84  0.36
H5 -0.13 -3.28 -1.32  0.36
H6 1.57 -1.03 -0.61  0.16
H7 -0.04 -0.91 -1.23  0.14
H8 0.05 -0.89 1.14  0.46

No. 6
Below is a structure of composition C20H34CoN2O4S, with properties calculated with wB97M-V/def2-TZVPD.

Its max |F| is 0.74 eV/Å. The orbital gap (spin up / spin down) comes out at 8.3209 / 8.4843 eV. The charge is +2. Its spin multiplicity is 2.

Last column: natural (NBO) charge in e.
Geometry (Å):
Co1 -0.68 0.20 1.67  1.24
C1 2.31 1.26 1.99  -0.25
O1 1.15 0.67 2.59  -0.59
C2 0.98 0.98 3.97  -0.10
C3 -0.15 0.10 4.44  -0.09
O2 -1.27 0.22 3.52  -0.55
C4 -2.28 1.21 3.82  -0.09
C5 -1.99 2.47 3.04  -0.10
O3 -1.76 2.03 1.69  -0.60
C6 -1.93 3.09 0.74  -0.25
H1 3.19 0.98 2.56  0.21
H2 2.21 2.35 1.98  0.19
H3 2.38 0.88 0.98  0.21
H4 0.77 2.05 4.09  0.19
H5 1.89 0.75 4.53  0.22
H6 -0.48 0.33 5.45  0.23
H7 0.14 -0.95 4.38  0.23
H8 -2.32 1.38 4.89  0.23
H9 -3.22 0.77 3.49  0.23
H10 -1.12 3.02 3.40  0.19
H11 -2.86 3.12 3.07  0.22
H12 -2.86 3.62 0.95  0.21
H13 -2.01 2.64 -0.24  0.21
H14 -1.09 3.79 0.78  0.19
C7 -3.27 -4.47 1.23  -0.41
N1 -1.97 -4.23 0.62  -0.36
C8 -1.33 -5.24 -0.24  -0.22
C9 -0.02 -4.55 -0.67  -0.23
N2 -0.05 -3.33 0.14  -0.57
C10 -1.18 -3.20 0.82  0.37
S1 -1.55 -1.93 1.92  -0.31
H15 -3.89 -5.03 0.52  0.23
H16 -3.75 -3.52 1.44  0.24
H17 -3.17 -5.05 2.15  0.22
H18 -1.98 -5.47 -1.08  0.23
H19 -1.16 -6.15 0.33  0.22
H20 -0.01 -4.32 -1.73  0.21
H21 0.86 -5.15 -0.43  0.23
H22 0.70 -2.67 0.22  0.43
C11 2.77 1.31 -6.05  -0.65
C12 2.14 1.25 -4.69  0.13
C13 1.64 2.40 -4.08  -0.25
C14 1.05 2.36 -2.83  0.11
C15 0.54 3.66 -2.26  -0.66
C16 0.95 1.11 -2.16  -0.20
C17 0.36 1.14 -0.87  0.42
O4 0.15 0.21 -0.06  -0.68
C18 1.45 -0.07 -2.78  0.09
C19 1.36 -1.41 -2.14  -0.64
C20 2.03 0.03 -4.03  -0.24
H23 2.77 2.32 -6.46  0.24
H24 2.25 0.65 -6.74  0.25
H25 3.80 0.97 -5.99  0.25
H26 1.72 3.35 -4.60  0.23
H27 0.67 4.46 -2.99  0.25
H28 1.09 3.95 -1.36  0.23
H29 -0.52 3.62 -2.02  0.22
H30 0.10 2.14 -0.53  0.15
H31 1.86 -1.41 -1.16  0.21
H32 1.82 -2.17 -2.77  0.23
H33 0.32 -1.68 -1.97  0.23
H34 2.42 -0.86 -4.50  0.23

Which value of max |F| does entry 6 give?
0.74 eV/Å